The following is a DFT calculation (ωB97M-V/def2-TZVPD) of 2 unconnected molecules or ions with the total composition C3H12N2OS in a non-equilibrium geometry.

Last column: Mulliken charge in e.
Positions of all 19 atoms, in Å:
N1 -0.6919 0.6978 -2.2373  -0.612
C1 0.1695 -0.3875 -1.7617  -0.520
N2 0.2087 -0.5361 -0.2961  -0.306
C2 -0.1186 0.3750 0.8035  -0.298
C3 1.0520 0.3595 1.8109  -0.770
S1 2.3150 1.6962 1.4146  -0.231
H1 -1.6587 0.5472 -1.9617  0.308
H2 -0.3677 1.4558 -1.6421  0.316
H3 1.2309 -0.1499 -1.9149  0.421
H4 -0.0026 -1.3132 -2.3137  0.263
H5 0.9518 -1.1249 0.0339  0.101
H6 -1.0501 0.0383 1.3232  0.248
H7 -0.2272 1.3509 0.3225  0.269
H8 1.4868 -0.6275 1.7261  0.332
H9 0.7167 0.6259 2.8140  0.410
H10 2.2613 2.2867 2.6208  0.134
O1 -2.4436 -1.7342 -0.4161  -0.688
H11 -1.7323 -1.0861 -0.4276  0.313
H12 -2.1001 -2.4738 0.1017  0.309

energy relative to the best compared isomer or geometry (same formula, charge and spin): 141.9 kJ/mol
spin multiplicity: 1
lowest unoccupied orbital energy: 0.65 eV
E_HOMO: -8.6 eV
HOMO-LUMO gap: 0.341 hartree
SMILES: NCNCCS.O
total charge: 0

The following is a DFT calculation (ωB97M-V/def2-TZVPD) of a single CH2ClPSi molecule in a non-equilibrium geometry.

Last column: Mulliken charge in e.
Positions of all 6 atoms, in Å:
Cl1 -2.3084 1.1825 -0.0028  -0.107
C1 -0.9820 0.1565 0.0103  -0.005
P1 -0.7497 -1.6826 -0.0057  0.006
Si1 0.8454 -0.0867 0.0033  0.243
H1 1.5601 0.2724 -1.2157  -0.069
H2 1.6346 0.1580 1.2106  -0.068

energy relative to the best compared isomer or geometry (same formula, charge and spin): 146.5 kJ/mol
spin multiplicity: 1
lowest unoccupied orbital energy: -0.59 eV
E_HOMO: -9.1 eV
HOMO-LUMO gap: 0.314 hartree
SMILES: ClC1=P[SiH2]1
total charge: 0

The following is a DFT calculation (ωB97M-V/def2-TZVPD) of a molecular structure, C2H4INS in a non-equilibrium geometry.

Last column: Mulliken charge in e.
Positions of all 9 atoms, in Å:
C1 -0.1565 -0.5286 0.3834  -0.284
C2 -0.9864 0.4738 -0.5395  -0.461
N1 1.0398 0.2673 0.7061  -0.374
S1 0.4127 1.6599 -0.0908  0.022
I1 2.9126 -0.5125 -0.1367  0.055
H1 -0.4889 -0.9183 1.3893  0.233
H2 0.2393 -1.4602 -0.0515  0.189
H3 -1.0593 0.3294 -1.5600  0.334
H4 -1.9133 0.6890 -0.1003  0.285

energy relative to the best compared isomer or geometry (same formula, charge and spin): 201.7 kJ/mol
spin multiplicity: 1
lowest unoccupied orbital energy: -0.69 eV
E_HOMO: -8.3 eV
HOMO-LUMO gap: 0.279 hartree
total charge: 0

The following is a DFT calculation (ωB97M-V/def2-TZVPD) of 5 unconnected molecules or ions with the total composition C23H43BN2O12P2 in a non-equilibrium geometry.

Last column: Mulliken charge in e.
Positions of all 83 atoms, in Å:
C1 4.4798 -1.3592 -5.3268  -0.589
O1 3.0731 -1.3156 -5.5889  -0.518
B1 2.2117 -1.0652 -4.5468  0.630
O2 2.0697 0.1607 -3.9724  -0.414
C2 1.3083 -2.2376 -3.9946  0.343
C3 0.0330 -2.1156 -3.6351  -0.548
C4 -0.6558 -3.2666 -2.9974  0.055
O3 -1.4085 -3.1089 -2.0750  -0.569
C5 -0.2619 -4.6271 -3.4908  -0.031
P1 -1.5087 -5.9579 -3.4495  0.463
N1 -2.9750 -5.5952 -3.8474  -0.756
C6 0.9957 -4.7714 -3.9227  0.481
P2 1.7045 -6.2799 -4.6599  0.382
N2 1.1312 -6.6760 -6.0613  -0.681
C7 1.9219 -3.5821 -3.8101  -0.112
O4 3.0795 -3.7460 -3.5205  -0.552
H1 5.0029 -0.9680 -6.2009  0.254
H2 4.8033 -2.3872 -5.1563  0.189
H3 4.7590 -0.7591 -4.4539  0.286
H4 2.8937 0.6713 -3.9976  0.247
H5 -0.5029 -1.1755 -3.7169  0.517
H6 -1.3556 -6.4996 -2.1575  0.093
H7 -0.9244 -6.9379 -4.2689  0.081
H8 -3.0975 -4.6104 -4.0515  0.273
H9 1.5651 -7.2766 -3.6741  0.131
H10 3.0769 -6.0107 -4.6852  0.074
H11 0.4149 -6.0466 -6.4034  0.272
C8 -1.9795 0.8188 0.6858  -1.196
C9 -0.5878 0.9095 1.2744  0.591
O5 -0.4172 0.0025 2.3776  -0.467
C10 -0.0665 -1.2872 2.2152  0.653
C11 -0.0891 -1.8824 0.8283  -0.768
O6 0.1919 -1.9439 3.1880  -0.619
H12 -2.1826 -0.1683 0.2678  0.313
H13 -2.0981 1.5591 -0.1058  0.398
H14 -2.7249 1.0128 1.4579  0.296
H15 0.1871 0.7481 0.5228  0.077
H16 -0.4323 1.9014 1.6839  -0.131
H17 -1.0638 -2.3399 0.6582  0.259
H18 0.6708 -2.6586 0.7797  0.473
H19 0.1081 -1.1692 0.0332  0.208
C12 1.9954 4.5728 -1.0565  -1.131
C13 1.6362 3.1030 -1.0790  0.279
O7 2.7521 2.2798 -1.4500  -0.354
C14 3.6676 1.8274 -0.5734  0.841
C15 3.6989 2.3877 0.8261  -0.870
O8 4.4709 1.0209 -0.9612  -0.599
H20 2.7508 4.7895 -0.3007  0.246
H21 1.1112 5.1708 -0.8362  0.321
H22 2.3930 4.8785 -2.0248  0.376
H23 1.2116 2.7747 -0.1301  -0.267
H24 0.8898 2.9098 -1.8482  0.360
H25 4.3931 3.2277 0.8434  0.286
H26 4.0758 1.6129 1.4889  0.309
H27 2.7318 2.7176 1.1968  0.182
C16 1.6652 6.9347 3.7355  -1.027
C17 0.8481 7.0946 2.4716  -0.442
O9 0.7357 5.8638 1.7431  -0.360
C18 -0.2079 4.9432 2.0032  0.859
C19 -1.0553 5.0583 3.2457  -1.349
O10 -0.3045 4.0036 1.2549  -0.460
H28 1.1914 6.2493 4.4382  0.277
H29 1.7876 7.8992 4.2281  0.390
H30 2.6518 6.5378 3.4970  0.296
H31 -0.1389 7.5134 2.6685  0.353
H32 1.3489 7.7725 1.7828  0.362
H33 -0.5718 4.4948 4.0436  0.292
H34 -2.0203 4.6029 3.0395  0.339
H35 -1.2222 6.0772 3.5831  0.420
C20 -3.0731 -2.1614 3.5474  -0.552
C21 -3.4500 -1.9337 4.9936  -0.681
O11 -4.3182 -0.8034 5.1528  -0.395
C22 -5.6567 -0.8797 5.0206  0.745
C23 -6.2797 -2.1370 4.4563  -0.901
O12 -6.3184 0.0808 5.3054  -0.569
H36 -3.9440 -2.4014 2.9347  0.318
H37 -2.3550 -2.9769 3.4683  0.381
H38 -2.6185 -1.2578 3.1433  0.060
H39 -3.8873 -2.8215 5.4519  0.378
H40 -2.5625 -1.6817 5.5710  0.335
H41 -6.3827 -2.0157 3.3784  0.239
H42 -7.2710 -2.2419 4.8889  0.312
H43 -5.7193 -3.0459 4.6560  0.311

spin multiplicity: 1
lowest unoccupied orbital energy: -1.81 eV
E_HOMO: -9.0 eV
HOMO-LUMO gap: 0.264 hartree
SMILES: COB(O)C1=CC(=O)C([PH2]=N)=C([PH2]=N)C1=O.CCOC(C)=O.CCOC(C)=O.CCOC(C)=O.CCOC(C)=O
total charge: 0

The following is a DFT calculation (ωB97M-V/def2-TZVPD) of 2 unconnected molecules or ions with the total composition C5H15NO in a non-equilibrium geometry.

Last column: Mulliken charge in e.
Positions of all 22 atoms, in Å:
C1 1.0082 -2.1131 -1.1300  -1.038
N1 -0.2107 -1.4764 -0.7445  -0.287
C2 -0.0576 -0.1735 -0.1898  -0.779
C3 -0.9042 0.1972 1.0860  0.396
C4 -0.6014 -0.7336 2.1646  -1.502
C5 -0.3288 1.6099 1.4651  -1.392
H1 1.5269 -1.4133 -1.6771  0.430
H2 0.8003 -2.9639 -1.8276  0.329
H3 1.5117 -2.4858 -0.3138  0.287
H4 -0.8414 -1.5362 -1.5696  0.281
H5 -0.4618 0.5403 -0.9800  -0.019
H6 0.9557 0.0529 0.0130  0.584
H7 -1.8864 0.2526 0.7670  0.403
H8 -0.9533 -0.5850 3.2238  0.312
H9 0.3772 -0.8327 2.0468  0.456
H10 -0.9089 -1.7588 2.0331  0.391
H11 -0.3441 2.3409 0.6419  0.369
H12 0.7257 1.5684 1.6919  0.358
H13 -0.8932 2.1902 2.1674  0.395
O1 0.3506 2.7183 -2.7546  -0.641
H14 1.0741 2.8387 -3.3977  0.315
H15 0.0614 1.7630 -2.7160  0.351

energy relative to the best compared isomer or geometry (same formula, charge and spin): 213.7 kJ/mol
spin multiplicity: 1
lowest unoccupied orbital energy: 0.70 eV
E_HOMO: -8.5 eV
HOMO-LUMO gap: 0.339 hartree
SMILES: CNCC(C)C.O
total charge: 0

The following is a DFT calculation (ωB97M-V/def2-TZVPD) of a molecular structure, C27H28ClCoN4O3S2Te.

Last column: Mulliken charge in e.
Positions of all 67 atoms, in Å:
Co1 0.1302 -0.1346 -1.0686  0.634
N1 -1.6500 -2.8721 6.3528  -0.603
C1 -0.8988 -2.8352 5.1709  1.118
C2 0.4774 -2.6149 5.2140  -0.789
C3 1.2099 -2.5272 4.0425  -0.219
C4 0.5776 -2.6703 2.8173  -0.603
C5 -0.7913 -2.8870 2.7639  -0.126
C6 -1.5266 -2.9661 3.9323  -0.916
S1 1.5074 -2.5553 1.3113  1.422
O1 2.9063 -2.6166 1.6697  -0.764
O2 0.9928 -3.5684 0.4261  -0.795
N2 1.1246 -1.1406 0.6570  -0.200
C7 1.3955 0.0314 1.2742  0.351
N3 1.9223 0.1741 2.4983  -0.496
C8 2.1129 1.4237 2.9072  -0.450
C9 1.8107 2.5444 2.1513  -1.100
C10 1.2604 2.3027 0.8963  0.119
N4 1.0527 1.0759 0.4661  0.269
H1 -1.1260 -3.1590 7.1643  0.226
H2 -2.5166 -3.3805 6.2759  0.236
H3 0.9724 -2.5014 6.1723  0.272
H4 2.2754 -2.3448 4.0571  0.464
H5 -1.2831 -2.9972 1.8045  0.400
H6 -2.5974 -3.1303 3.8871  0.296
H7 2.5336 1.5343 3.9032  0.413
H8 1.9851 3.5448 2.5185  0.407
H9 0.9782 3.1032 0.2192  0.477
Cl1 -4.1439 0.6846 -1.8871  -0.227
C11 -3.4670 -0.9243 -1.8500  0.724
C12 -4.0682 -1.8834 -2.6487  -0.622
C13 -3.5857 -3.1825 -2.6537  -0.352
C14 -2.5006 -3.5033 -1.8496  -1.351
C15 -1.9104 -2.5335 -1.0575  0.194
C16 -2.3680 -1.2053 -1.0300  -0.322
C17 -1.6406 -0.1974 -0.2269  -0.797
H10 -4.9113 -1.5973 -3.2638  0.402
H11 -4.0509 -3.9291 -3.2854  0.359
H12 -2.0969 -4.5088 -1.8444  0.412
H13 -1.0390 -2.7958 -0.4676  0.396
H14 -1.4552 -0.5894 0.7789  0.190
H15 -2.1858 0.7408 -0.1576  0.821
Te1 -0.4225 1.2812 -3.1710  0.152
C18 -1.4828 2.9769 -2.4968  -0.138
C19 -1.6134 3.2678 -1.1389  0.107
C20 -2.3053 4.3907 -0.7078  -0.770
C21 -2.8839 5.2564 -1.6266  -0.422
C22 -2.7648 4.9765 -2.9819  -0.524
C23 -2.0755 3.8503 -3.4097  -0.442
H16 -1.1835 2.5884 -0.4128  0.148
H17 -2.3973 4.5854 0.3553  0.366
H18 -3.4275 6.1316 -1.2916  0.357
H19 -3.2177 5.6357 -3.7143  0.347
H20 -2.0019 3.6408 -4.4708  0.343
O3 1.5943 -1.0419 -2.3030  -0.574
S2 3.0785 -1.0328 -2.5463  0.071
C24 3.8513 -0.1289 -1.1818  -0.162
C25 3.7253 1.3484 -1.5212  -0.063
C26 4.1466 1.4458 -2.9846  -0.834
C27 3.3679 0.3530 -3.7095  -0.300
H21 4.8923 -0.4577 -1.1304  0.532
H22 3.3415 -0.4702 -0.2817  -0.233
H23 4.3469 1.9618 -0.8667  0.467
H24 2.6858 1.6624 -1.4112  -0.312
H25 5.2247 1.2784 -3.0702  0.352
H26 3.9240 2.4213 -3.4192  0.370
H27 3.8339 -0.0198 -4.6202  0.434
H28 2.3512 0.6902 -3.9283  -0.141

<S²>: 0.856
spin multiplicity: 2
lowest unoccupied orbital energy (spin up / spin down): 2.36 / 2.37 eV
E_HOMO (spin up / spin down): -3.7 / -3.7 eV
HOMO-LUMO gap (spin up / spin down): 0.224 / 0.223 hartree
total charge: -1